# 1
C51H51ClN6O8SSc as an isolated structure at a distorted geometry. Source: OMol25; level of theory: the ωB97M-V functional and the def2-TZVPD basis.

Values from the calculation:
- energy relative to the best compared isomer or geometry (same formula, charge and spin) (kJ/mol) = 0.0
- gap between HOMO and LUMO (eV) = 5.15

Structure (ORCA input):
```
! wB97M-V def2-TZVPD RIJCOSX def2/J DEFGRID3
* xyz -1 1
Sc 0.14 0.31 -0.97
Cl 5.18 -5.03 1.75
S 1.20 5.94 -1.52
O 4.73 -1.40 -2.84
O -0.52 0.44 -4.58
O 2.04 -1.90 -3.70
O -0.17 6.41 -1.67
O 0.99 2.20 -0.99
O 2.13 6.81 -0.84
O 1.49 -0.24 -2.26
O -2.31 2.30 -0.83
N -6.18 0.82 0.07
N 0.51 -1.96 1.94
N 1.07 4.48 -0.63
N 0.32 -0.42 3.61
N 0.06 0.32 1.37
N -1.32 1.04 -2.48
C -2.42 1.94 -4.42
C 0.72 -2.10 6.90
C -0.33 -2.99 6.86
C 5.17 -1.72 -0.52
C 2.04 -0.20 5.86
C 0.88 2.56 2.10
C 0.02 -4.03 -1.70
C -0.15 -2.68 -1.65
C -1.21 -3.07 5.75
C 4.68 -4.48 -0.86
C -4.81 -0.66 -1.46
C 0.17 -1.34 4.67
C 1.18 3.42 -1.38
C 5.01 -3.96 0.42
C -0.78 4.19 2.88
C -5.01 1.17 0.94
C 2.33 2.28 1.88
C -5.69 0.57 -1.34
C 3.77 -0.36 -3.01
C -1.50 1.95 2.29
C 0.23 -0.66 2.25
C -0.18 1.64 1.86
C -0.93 -2.25 4.64
C -1.80 3.23 2.72
C 2.30 -0.92 -3.01
C -6.94 -0.39 0.55
C -0.02 -1.94 -0.49
C 3.19 4.83 -4.87
C -2.73 2.81 -3.21
C 4.60 -3.60 -1.94
C -3.37 -2.40 -0.54
C 0.67 -4.70 2.02
C 1.66 3.77 -2.80
C 0.38 -4.00 0.69
C 2.94 3.46 -4.80
C 0.29 -4.71 -0.49
C -4.04 -1.22 -0.45
C 1.87 5.16 -2.96
C -4.08 -2.52 -2.86
C 0.30 -2.60 0.70
C 4.79 -2.23 -1.75
C 2.14 2.91 -3.77
C -4.64 -1.26 -2.74
C -3.43 -3.11 -1.74
C -2.11 2.07 -2.04
C 0.54 3.85 2.54
C 5.26 -2.60 0.57
C 2.62 5.71 -3.98
C 0.95 -1.22 5.82
C 5.63 -0.27 -0.38
C -1.31 1.06 -3.88
H 2.63 -0.22 6.77
H 4.58 -5.57 -1.02
H -6.54 0.45 -2.03
H -2.09 -3.75 5.74
H 5.62 -2.26 1.53
H 3.30 2.83 -5.59
H 6.32 -0.21 0.48
H 1.31 4.59 2.61
H -0.10 -4.42 2.76
H -0.06 -4.50 -2.69
H 2.72 6.81 -4.05
H 4.19 -3.96 -2.93
H -0.42 -2.20 -2.58
H 6.13 0.09 -1.33
H 3.84 0.45 -2.29
H -2.13 2.39 -5.37
H 0.19 0.57 3.85
H 3.98 0.03 -4.01
H 1.59 0.84 5.72
H -7.64 -0.79 -0.19
H -5.16 1.47 -1.67
H -2.19 1.12 2.32
H -5.05 -0.74 -3.66
H -4.32 0.34 0.93
H 0.45 -5.77 -0.50
H 0.93 -2.52 2.65
H -6.16 -1.14 0.76
H -4.11 -3.03 -3.80
H -2.87 -4.02 -1.82
H -2.80 3.56 3.05
H 3.86 5.22 -5.66
H -3.81 2.94 -2.98
H 0.68 -5.77 1.83
H -1.64 -2.32 3.74
H 2.86 2.22 2.83
H -3.26 1.25 -4.65
H 2.75 3.17 1.38
H 1.67 -4.40 2.37
H -7.52 -0.14 1.44
H -2.28 3.85 -3.25
H 1.32 -2.00 7.79
H -5.44 1.38 1.94
H 2.74 -0.35 4.99
H 2.55 1.38 1.27
H -4.47 2.09 0.64
H 4.77 0.35 -0.16
H -2.83 -2.80 0.28
H -0.45 -3.65 7.70
H 2.04 1.84 -3.68
H -1.04 5.19 3.24
H -6.84 1.62 -0.04
*
```

# 2
C51H52AsBrN4SSbSi2W as an isolated structure at a distorted geometry. Source: OMol25; level of theory: the ωB97M-V functional and the def2-TZVPD basis.

Values from the calculation:
- ⟨S²⟩ = 2.032
- energy relative to the best compared isomer or geometry (same formula, charge and spin) (kJ/mol) = 14.0
- gap between HOMO and LUMO (spin up / spin down) (eV) = 6.34 / 7.10

Structure (ORCA input):
```
! wB97M-V def2-TZVPD RIJCOSX def2/J DEFGRID3
* xyz 1 3
W 0.69 -0.34 0.66
Sb -0.46 0.77 4.11
Br 6.12 -0.95 -1.44
As -1.30 0.60 -1.72
S 1.70 1.45 -0.63
Si -1.55 -1.61 0.95
Si 1.10 -1.98 -1.27
N 2.16 1.91 3.03
N -0.58 2.51 1.71
N 0.86 -1.72 2.60
N 2.90 -0.65 1.10
C 4.82 -1.14 2.47
C 3.49 -0.82 2.30
C 2.54 -3.27 -1.42
C 5.66 -1.24 1.36
C 0.83 -1.71 5.01
C -3.29 -0.84 0.64
C -0.98 0.08 -4.62
C 5.09 -0.94 0.14
C -2.13 -2.43 -4.55
C 0.60 -1.11 3.78
C -2.45 -4.00 -0.32
C -1.44 -0.42 -3.41
C -1.44 -3.04 -0.32
C 1.17 4.30 -3.36
C -0.85 3.01 -3.36
C -2.03 -1.68 -3.39
C 1.55 2.81 5.17
C -4.18 0.53 -2.43
C 3.74 -0.66 0.05
C -0.40 -3.16 -1.26
C -2.74 1.87 2.52
C 1.27 -3.02 5.07
C 1.48 -3.66 3.87
C -3.41 2.65 -1.63
C -1.09 -0.66 -5.78
C -5.72 2.37 -2.24
C -1.43 -5.17 -2.14
C -1.99 -2.51 2.59
C -3.30 3.03 2.01
C 1.61 -3.73 1.41
C -1.65 -1.93 -5.75
C -4.69 3.17 -1.77
C -0.11 4.08 -3.84
C 2.67 3.63 5.17
C 1.33 1.99 4.07
C 1.47 -1.14 -2.96
C -3.14 1.32 -1.94
C 3.25 2.69 3.04
C -0.19 4.71 0.70
C -1.10 3.66 1.27
C -0.42 -4.23 -2.16
C 4.24 2.62 1.91
C 3.52 3.57 4.09
C -1.37 1.66 2.37
C 1.70 3.46 -2.40
C -2.45 -5.06 -1.21
C -0.34 2.16 -2.39
C -5.45 1.05 -2.59
C 1.30 -2.99 2.67
C -2.46 3.96 1.44
C 0.95 2.40 -1.90
H -1.41 -6.00 -2.85
H -6.71 2.77 -2.36
H -3.80 -1.36 -0.18
H -1.32 -3.34 2.84
H 3.47 -2.97 -0.93
H -0.53 4.73 -4.60
H -6.24 0.42 -2.98
H 0.38 -4.32 -2.89
H 1.14 -0.11 -3.03
H -4.88 4.20 -1.50
H -2.83 4.93 1.14
H -0.21 5.59 1.34
H 3.32 -0.43 -0.92
H -0.72 -0.25 -6.71
H -3.24 -5.80 -1.18
H -3.34 1.17 3.09
H 5.03 1.90 2.16
H 1.76 5.13 -3.73
H 0.85 2.81 5.99
H 1.91 -4.75 1.64
H 2.26 -4.25 -1.03
H 0.74 -3.75 0.76
H 0.83 4.34 0.63
H -1.85 2.85 -3.75
H -3.99 -0.50 -2.70
H -2.39 -2.09 -2.46
H 2.43 -3.25 0.89
H 4.40 4.19 4.04
H -0.50 1.05 -4.67
H 1.43 -3.52 6.01
H 1.00 -1.71 -3.76
H -3.00 -2.92 2.52
H 2.87 4.30 5.99
H 2.70 3.62 -2.01
H -3.26 0.21 0.37
H -0.53 5.02 -0.29
H 4.71 3.59 1.77
H -3.26 -3.93 0.40
H 6.70 -1.52 1.45
H 0.64 -1.15 5.92
H -2.56 -3.43 -4.50
H 3.77 2.31 0.99
H 2.55 -1.15 -3.15
H -1.99 -1.82 3.45
H 1.77 -4.70 3.85
H -4.36 3.23 2.13
H -2.61 3.28 -1.29
H -3.91 -0.93 1.53
H -1.71 -2.53 -6.65
H 2.78 -3.39 -2.48
H 2.89 -0.67 3.18
H 5.21 -1.30 3.46
*
```

# 3
C51H52MgN3OP2S2 as an isolated structure at a distorted geometry. Source: OMol25; level of theory: the ωB97M-V functional and the def2-TZVPD basis.

Values from the calculation:
- energy relative to the best compared isomer or geometry (same formula, charge and spin) (kJ/mol) = 0.0
- gap between HOMO and LUMO (eV) = 6.03

Structure (ORCA input):
```
! wB97M-V def2-TZVPD RIJCOSX def2/J DEFGRID3
* xyz 1 1
S 18.61 11.37 12.62
S 17.20 9.52 14.67
P 15.65 12.07 15.22
P 16.92 7.90 11.94
Mg 15.68 10.21 12.53
O 15.81 8.97 14.26
N 20.88 12.00 11.29
N 19.10 12.93 10.43
N 14.47 10.97 11.12
C 18.15 9.08 8.31
C 14.15 11.94 16.22
C 11.81 11.58 17.69
C 17.76 9.35 17.44
C 17.55 7.76 10.22
C 17.26 10.01 16.35
C 14.17 12.40 11.38
C 13.95 10.21 10.06
C 19.53 12.10 11.42
C 18.48 7.96 7.59
C 15.76 4.03 12.58
C 15.94 6.42 12.37
C 16.13 13.79 15.12
C 13.57 13.29 10.26
C 19.48 7.04 12.56
C 20.61 7.37 14.64
C 17.57 11.38 18.75
C 18.30 6.71 8.17
C 17.04 12.04 17.67
C 17.91 10.07 18.64
C 16.81 11.37 16.47
C 14.08 6.50 9.17
C 12.90 9.88 7.89
C 13.76 12.86 17.18
C 14.06 8.81 10.13
C 12.21 10.59 16.78
C 13.80 5.42 12.90
C 13.30 10.72 8.93
C 14.58 6.56 12.70
C 18.39 7.76 13.02
C 21.29 12.55 10.00
C 18.45 8.33 14.31
C 16.51 5.15 12.31
C 17.46 14.16 15.01
C 14.43 4.19 12.93
C 13.37 10.79 16.04
C 20.23 13.63 9.84
C 13.17 8.51 7.95
C 19.55 8.13 15.13
C 12.60 12.67 17.92
C 15.47 13.12 11.72
C 20.60 6.89 13.35
C 12.28 10.43 6.63
C 15.14 14.76 15.00
C 15.46 16.06 14.63
C 13.76 7.98 9.08
C 16.79 16.39 14.38
C 17.85 6.63 9.49
C 17.78 15.47 14.67
C 13.19 12.53 12.54
C 17.72 9.02 9.61
H 18.20 13.39 10.57
H 17.44 9.92 10.13
H 20.46 14.54 10.42
H 21.15 11.77 9.24
H 17.68 5.64 9.90
H 16.22 3.07 12.61
H 18.28 13.46 15.16
H 22.30 12.93 10.03
H 18.06 8.30 17.40
H 15.94 12.67 12.59
H 12.19 9.62 5.89
H 20.04 13.85 8.80
H 17.10 17.39 14.12
H 18.32 9.56 19.49
H 13.51 14.32 10.64
H 11.31 10.90 6.82
H 16.70 13.06 17.76
H 12.52 13.01 10.02
H 18.78 8.07 6.55
H 21.32 11.21 11.73
H 18.25 10.05 7.84
H 12.88 7.87 7.13
H 12.29 13.41 18.65
H 18.42 5.80 7.58
H 12.74 5.51 13.10
H 15.15 6.29 8.92
H 14.48 8.33 11.02
H 13.58 12.03 13.46
H 13.03 13.57 12.83
H 19.42 6.59 11.58
H 16.18 13.04 10.91
H 14.10 7.53 12.66
H 14.40 13.70 17.43
H 18.78 15.77 14.59
H 13.84 3.32 13.16
H 12.22 12.10 12.34
H 13.69 10.05 15.34
H 21.45 6.36 12.97
H 13.90 6.11 10.15
H 17.65 11.90 19.71
H 19.62 8.66 16.06
H 14.19 13.25 9.35
H 14.69 16.84 14.55
H 21.43 7.09 15.28
H 12.93 11.18 6.20
H 11.60 9.71 16.60
H 10.89 11.48 18.23
H 13.46 5.90 8.47
H 17.57 5.02 12.06
H 14.09 14.49 15.07
H 13.12 11.77 8.77
H 15.34 14.19 11.92
*
```

# 4
C51H53N10O3PbS as an isolated structure at a distorted geometry. Source: OMol25; level of theory: the ωB97M-V functional and the def2-TZVPD basis.

Values from the calculation:
- energy relative to the best compared isomer or geometry (same formula, charge and spin) (kJ/mol) = 64.5
- gap between HOMO and LUMO (spin up / spin down) (eV) = 6.24 / 3.88

Structure (ORCA input):
```
! wB97M-V def2-TZVPD RIJCOSX def2/J DEFGRID3
* xyz 3 1
Pb -0.74 -0.93 -0.48
S -3.47 0.18 0.05
O -9.68 -1.81 -1.84
O -9.30 -2.93 0.03
O 7.90 6.43 -7.57
N 1.03 -4.50 -2.86
N 3.20 3.29 -4.70
N 1.66 -0.12 -0.68
N -2.78 -5.38 0.19
N 4.80 2.59 -3.32
N -1.99 -3.11 -0.24
N -0.29 0.81 -2.35
N 0.23 -2.66 -1.99
N -0.62 0.83 1.28
N -0.10 -1.74 1.75
C 0.98 1.21 -2.56
C -0.98 3.09 1.94
C 2.01 0.72 -1.66
C -0.50 -2.97 -3.10
C -8.93 -2.17 -0.82
C -0.12 -3.54 5.66
C 0.27 2.54 -4.45
C 4.50 3.36 -4.42
C -2.48 3.33 5.17
C 1.22 -4.24 5.92
C -0.01 3.79 5.32
C 6.80 4.20 -4.89
C 5.43 4.13 -5.19
C -1.22 3.76 4.39
C -1.02 2.12 -4.20
C -0.39 -2.55 6.79
C 2.58 -0.55 0.17
C 9.29 6.61 -7.40
C 4.95 4.86 -6.30
C 4.32 0.68 -0.90
C 2.66 2.48 -3.78
C 0.22 -3.62 3.16
C -0.59 0.46 2.57
C -6.59 -2.32 -0.02
C -1.45 5.17 3.84
C 1.15 -3.60 -1.88
C -0.77 1.40 3.58
C -3.03 -6.33 -0.87
C -3.37 -5.69 1.48
C -1.25 1.26 -3.13
C -4.98 -0.57 -0.30
C -0.08 -2.87 4.30
C -7.54 -1.58 -0.72
C 3.65 2.02 -2.89
C 3.36 1.15 -1.81
C -5.31 -1.84 0.18
C -1.25 -4.59 5.64
C -0.35 -0.97 2.82
C 5.79 5.61 -7.07
C -7.20 -0.32 -1.22
C -0.80 2.11 0.98
C 7.18 5.68 -6.77
C -5.93 0.17 -1.02
C 3.92 -0.17 0.11
C 1.30 2.09 -3.62
C -0.01 -4.12 -3.65
C -2.39 -4.18 -0.06
C 0.19 -3.02 1.93
C -0.36 -1.52 4.10
C -0.98 2.75 3.29
C 7.66 4.95 -5.66
H 0.47 -4.66 3.24
H -1.36 -2.07 6.68
H -0.31 -4.66 -4.53
H -1.29 -5.10 6.59
H -2.78 -7.33 -0.50
H -0.39 -3.08 7.74
H 0.15 2.83 5.81
H 9.60 7.28 -8.21
H 1.21 -4.67 6.92
H 4.63 -0.55 0.83
H 0.39 -1.79 6.84
H -1.64 5.84 4.67
H 0.89 4.05 4.78
H -6.89 -3.28 0.37
H 8.71 4.99 -5.41
H 1.41 -5.04 5.22
H -0.81 2.35 -0.07
H -3.09 -4.93 2.21
H -2.68 4.05 5.95
H 9.84 5.67 -7.50
H 1.89 -3.65 -1.11
H -2.24 0.91 -2.90
H -4.46 -5.73 1.41
H -2.40 -6.11 -1.74
H -1.09 -5.33 4.86
H 3.89 4.79 -6.53
H -9.26 -1.21 -2.47
H -0.17 4.53 6.10
H 9.53 7.08 -6.44
H -2.35 2.35 5.63
H 1.62 -5.31 -3.01
H -4.07 -6.33 -1.18
H 0.40 -3.58 1.03
H 5.71 2.48 -2.90
H -1.32 -2.36 -3.42
H 7.21 3.66 -4.05
H 2.04 -3.53 5.87
H 5.35 0.99 -0.99
H -1.85 2.45 -4.81
H -0.58 5.53 3.30
H -0.74 1.09 4.61
H -3.34 3.29 4.51
H -0.58 -0.89 4.95
H -2.32 5.20 3.19
H 2.23 -1.22 0.94
H 5.42 6.16 -7.92
H -4.58 -2.42 0.72
H -7.92 0.30 -1.74
H -3.01 -6.66 1.81
H 0.51 3.21 -5.27
H -2.21 -4.11 5.47
H -5.66 1.14 -1.41
H -1.12 4.11 1.62
*
```